{"formula": "C25H62ClN4O7P2S", "method": "the ωB97M-V functional and the def2-TZVPD basis", "elements": ["C", "C", "N", "C", "N", "C", "O", "N", "C", "C", "C", "C", "C", "P", "O", "Cl", "C", "P", "S", "N", "C", "C", "C", "C", "C", "H", "H", "H", "H", "H", "H", "H", "H", "H", "H", "H", "H", "H", "H", "H", "H", "H", "H", "H", "H", "H", "H", "H", "H", "H", "H", "H", "H", "H", "H", "H", "H", "C", "C", "O", "H", "H", "H", "H", "H", "H", "C", "C", "O", "H", "H", "H", "H", "H", "H", "C", "C", "O", "H", "H", "H", "H", "H", "H", "C", "C", "O", "H", "H", "H", "H", "H", "H", "C", "C", "O", "H", "H", "H", "H", "H", "H"], "coordinates": [[-0.38, -2.16, 0.18], [-0.36, -1.32, -0.87], [0.67, -0.32, -1.05], [0.91, 0.71, -0.29], [1.98, 1.52, -0.48], [3.05, 1.33, 0.65], [3.92, 0.31, 0.24], [3.84, 2.48, 0.81], [4.55, 2.97, -0.38], [6.05, 3.17, -0.10], [6.92, 2.05, -0.70], [8.32, 1.98, -0.06], [2.28, 0.89, 1.93], [3.14, 1.13, 3.62], [4.65, 0.62, 3.24], [3.43, 3.14, 3.79], [0.87, 1.48, 1.93], [-0.12, 1.13, 3.47], [-0.09, 2.53, 4.79], [0.07, 0.97, 0.78], [-0.98, 1.98, 0.41], [-2.28, 1.39, -0.10], [-3.20, 2.52, -0.61], [-4.54, 2.40, 0.12], [-3.40, 2.39, -2.12], [-0.44, -3.22, -0.04], [-0.36, -1.82, 1.21], [-1.12, -1.34, -1.64], [1.29, -0.50, -1.85], [2.44, 1.27, -1.36], [3.42, -0.47, -0.03], [3.28, 3.22, 1.21], [4.46, 2.25, -1.20], [4.12, 3.91, -0.72], [6.38, 4.11, -0.54], [6.19, 3.19, 0.99], [7.05, 2.27, -1.77], [6.42, 1.09, -0.61], [8.50, 2.84, 0.59], [8.44, 1.07, 0.53], [9.11, 1.96, -0.82], [2.20, -0.21, 1.84], [4.63, -0.20, 2.73], [0.97, 2.58, 1.87], [-1.40, 0.86, 2.96], [0.39, -0.12, 3.86], [-0.58, 2.70, -0.32], [-1.19, 2.54, 1.33], [-2.07, 0.70, -0.92], [-2.77, 0.83, 0.70], [-2.76, 3.50, -0.40], [-4.34, 2.53, 1.18], [-5.26, 3.14, -0.24], [-4.96, 1.40, -0.01], [-2.46, 2.49, -2.68], [-3.81, 1.41, -2.36], [-4.10, 3.14, -2.49], [2.98, -0.63, -5.74], [1.75, -1.00, -4.95], [1.72, -0.32, -3.67], [3.88, -0.88, -5.18], [3.00, -1.15, -6.69], [2.99, 0.45, -5.94], [1.74, -2.07, -4.72], [0.84, -0.76, -5.49], [1.73, 0.62, -3.86], [4.36, -4.60, -4.60], [5.53, -3.68, -4.32], [5.11, -2.39, -3.86], [3.69, -4.15, -5.34], [4.70, -5.56, -4.98], [3.78, -4.77, -3.69], [6.10, -3.49, -5.23], [6.20, -4.13, -3.59], [4.62, -2.53, -3.04], [-3.14, -5.54, 1.68], [-4.15, -4.41, 1.75], [-3.51, -3.15, 1.95], [-2.54, -5.58, 2.59], [-3.64, -6.50, 1.55], [-2.46, -5.40, 0.83], [-4.82, -4.55, 2.60], [-4.75, -4.38, 0.84], [-2.93, -3.00, 1.20], [-8.32, -1.58, 0.98], [-7.56, -0.33, 0.59], [-6.71, 0.13, 1.64], [-8.92, -1.40, 1.87], [-8.98, -1.90, 0.17], [-7.63, -2.40, 1.20], [-8.25, 0.49, 0.39], [-6.97, -0.51, -0.31], [-6.09, -0.59, 1.83], [-4.99, 0.33, 5.17], [-4.91, 1.71, 4.56], [-4.33, 1.68, 3.25], [-4.00, -0.12, 5.23], [-5.41, 0.37, 6.18], [-5.62, -0.33, 4.57], [-4.27, 2.36, 5.15], [-5.90, 2.16, 4.50], [-4.90, 1.12, 2.70]], "lowdin_charge": [0.06, -0.13, 0.16, -0.34, 0.21, -0.53, 0.04, 0.01, -0.18, -0.19, -0.26, -0.10, -0.39, 0.58, -0.34, 0.30, -0.49, 0.34, 0.17, -0.06, -0.14, -0.15, -0.42, -0.06, -0.08, 0.07, 0.07, 0.12, 0.12, 0.13, 0.11, 0.08, 0.11, 0.12, 0.11, 0.11, 0.11, 0.09, 0.07, 0.07, 0.07, 0.12, 0.06, 0.11, -0.02, -0.01, 0.14, 0.12, 0.09, 0.11, 0.13, 0.06, 0.09, 0.07, 0.07, 0.08, 0.08, -0.08, -0.27, -0.12, 0.06, 0.09, 0.08, 0.11, 0.12, 0.09, -0.09, -0.30, -0.10, 0.07, 0.08, 0.07, 0.12, 0.11, 0.07, -0.09, -0.32, -0.10, 0.08, 0.08, 0.07, 0.11, 0.11, 0.05, -0.08, -0.31, -0.10, 0.08, 0.08, 0.07, 0.12, 0.11, 0.08, -0.08, -0.30, -0.12, 0.07, 0.08, 0.07, 0.11, 0.12, 0.04], "orbital_gap_ev": 7.518, "total_charge": 1, "homo_energy_ev": -11.03, "multiplicity": 1, "total_energy_ev": -89150.549, "fmax_ev_per_a": 1.74}

***

{"formula": "C25H63BN2O20PS5", "method": "the ωB97M-V functional and the def2-TZVPD basis", "elements": ["C", "O", "B", "O", "C", "P", "N", "O", "O", "C", "C", "C", "C", "N", "O", "C", "C", "C", "C", "H", "H", "H", "H", "H", "H", "H", "H", "H", "H", "H", "H", "H", "H", "H", "H", "H", "H", "H", "H", "H", "H", "H", "O", "S", "O", "O", "C", "C", "C", "H", "H", "H", "H", "H", "H", "H", "H", "O", "S", "O", "O", "C", "C", "C", "H", "H", "H", "H", "H", "H", "H", "H", "O", "S", "O", "O", "C", "C", "C", "H", "H", "H", "H", "H", "H", "H", "H", "O", "S", "O", "O", "C", "C", "C", "H", "H", "H", "H", "H", "H", "H", "H", "O", "S", "O", "O", "C", "C", "C", "H", "H", "H", "H", "H", "H", "H", "H"], "coordinates": [[0.79, -0.51, 1.18], [0.76, -1.69, 0.37], [-0.29, -2.58, 0.58], [-0.53, -3.09, 1.85], [-1.18, -2.97, -0.69], [0.04, -3.94, -1.61], [0.82, -4.92, -0.67], [1.01, -2.93, -2.41], [-0.82, -4.70, -2.73], [-2.35, -3.90, -0.33], [-3.71, -3.21, -0.19], [-3.78, -2.27, 1.02], [-4.78, -4.29, -0.03], [-3.96, -2.49, -1.47], [-4.27, -3.25, -2.44], [-3.06, -1.35, -1.79], [-3.15, -1.08, -3.30], [-3.54, -0.06, -1.07], [-1.57, -1.65, -1.46], [0.29, 0.32, 0.69], [1.83, -0.24, 1.38], [0.31, -0.67, 2.15], [-0.96, -2.50, 2.46], [1.82, -4.78, -0.74], [0.99, -2.04, -2.05], [-0.27, -5.42, -3.06], [-2.13, -4.40, 0.62], [-2.49, -4.69, -1.07], [-2.81, -1.94, 1.37], [-4.37, -1.38, 0.82], [-4.27, -2.77, 1.85], [-4.66, -5.10, -0.75], [-5.77, -3.84, -0.13], [-4.71, -4.71, 0.97], [-2.66, -1.87, -3.88], [-2.59, -0.16, -3.48], [-4.18, -0.93, -3.62], [-3.56, 0.77, -1.78], [-4.56, -0.18, -0.72], [-2.91, 0.23, -0.24], [-1.04, -1.63, -2.42], [-1.17, -0.80, -0.90], [5.08, -1.57, -1.45], [5.11, -1.63, -0.02], [4.53, -0.56, 0.74], [6.62, -1.82, 0.45], [7.58, -0.85, -0.04], [7.42, 0.51, 0.60], [4.49, -3.16, 0.56], [7.51, -0.79, -1.13], [8.55, -1.29, 0.20], [6.47, 0.96, 0.32], [8.22, 1.18, 0.29], [7.43, 0.43, 1.69], [4.96, -3.97, 0.00], [3.42, -3.15, 0.39], [4.70, -3.25, 1.62], [-7.42, -3.90, 2.16], [-8.76, -3.49, 1.86], [-9.53, -2.83, 2.87], [-9.56, -4.73, 1.29], [-9.56, -5.95, 2.08], [-10.46, -5.86, 3.30], [-8.77, -2.52, 0.40], [-8.54, -6.19, 2.35], [-9.92, -6.71, 1.39], [-10.09, -5.14, 4.02], [-10.50, -6.84, 3.78], [-11.47, -5.57, 3.01], [-8.20, -3.03, -0.37], [-8.31, -1.57, 0.65], [-9.80, -2.37, 0.09], [2.26, 3.33, 1.17], [2.70, 3.04, 2.50], [1.81, 2.35, 3.39], [3.18, 4.40, 3.17], [2.27, 5.52, 3.15], [1.13, 5.38, 4.14], [4.26, 2.24, 2.48], [1.90, 5.65, 2.13], [2.89, 6.38, 3.40], [0.47, 4.55, 3.88], [0.55, 6.30, 4.15], [1.52, 5.19, 5.14], [4.93, 2.78, 1.82], [4.10, 1.22, 2.12], [4.65, 2.21, 3.50], [-2.64, 3.74, -3.89], [-3.02, 2.90, -4.98], [-2.40, 1.62, -5.15], [-2.92, 3.72, -6.33], [-1.66, 4.37, -6.63], [-0.59, 3.41, -7.08], [-4.77, 2.68, -4.98], [-1.35, 4.95, -5.75], [-1.90, 5.07, -7.42], [-0.30, 2.72, -6.28], [0.30, 3.97, -7.38], [-0.94, 2.81, -7.92], [-5.24, 3.65, -4.88], [-5.00, 2.04, -4.13], [-5.06, 2.19, -5.91], [9.37, 3.13, 1.84], [8.75, 3.91, 2.87], [7.32, 3.90, 3.00], [9.26, 5.41, 2.75], [9.12, 6.06, 1.46], [7.69, 6.48, 1.16], [9.48, 3.55, 4.42], [9.52, 5.41, 0.69], [9.76, 6.93, 1.54], [7.04, 5.61, 1.04], [7.67, 7.06, 0.24], [7.29, 7.09, 1.97], [10.56, 3.58, 4.32], [9.14, 2.55, 4.70], [9.13, 4.27, 5.15]], "lowdin_charge": [-0.04, 0.00, -0.68, 0.16, -0.28, 0.52, -0.12, -0.13, -0.12, -0.10, -0.45, 0.01, -0.03, -0.13, 0.00, -0.43, -0.04, -0.02, -0.04, 0.10, 0.08, 0.09, 0.10, -0.02, 0.07, 0.08, 0.13, 0.11, 0.08, 0.07, 0.09, 0.08, 0.07, 0.09, 0.09, 0.07, 0.09, 0.07, 0.07, 0.08, 0.10, 0.11, -0.26, 0.57, -0.29, -0.26, -0.24, -0.07, -0.11, 0.12, 0.12, 0.07, 0.07, 0.09, 0.08, 0.06, 0.08, -0.28, 0.56, -0.27, -0.26, -0.25, -0.07, -0.12, 0.11, 0.12, 0.07, 0.08, 0.08, 0.07, 0.08, 0.08, -0.28, 0.56, -0.28, -0.26, -0.25, -0.07, -0.12, 0.11, 0.12, 0.07, 0.08, 0.08, 0.07, 0.04, 0.08, -0.27, 0.56, -0.28, -0.26, -0.25, -0.07, -0.12, 0.11, 0.12, 0.07, 0.08, 0.09, 0.08, 0.07, 0.08, -0.28, 0.56, -0.28, -0.26, -0.24, -0.07, -0.12, 0.11, 0.12, 0.07, 0.08, 0.09, 0.08, 0.08, 0.08], "orbital_gap_ev": [8.185, 9.025], "total_charge": 0, "s_squared": 0.754, "homo_energy_ev": [-7.78, -8.62], "multiplicity": 2, "total_energy_ev": -135018.271, "fmax_ev_per_a": 0.80}